Molecular formula: C33H31Br2F6NO2S
Method: DFT, ωB97M-V/def2-TZVPD

Geometry (Å):
H  4.351575  12.361893  -8.124200
C  -1.160141  2.327041  2.757051
H  1.379820  7.904657  0.247924
C  3.677560  11.184608  -6.471023
Br  1.872507  6.057259  -1.311604
H  2.441702  5.404403  1.184296
C  -1.392626  -12.137204  3.076966
C  -1.966615  -7.461193  -1.347761
C  4.648426  11.713950  -7.310088
H  -5.240022  -7.493910  -0.462374
H  -4.718563  -2.703505  0.458644
H  0.241929  4.487344  0.548143
C  -1.242527  -14.414910  3.734551
H  -1.324190  -6.982083  -2.074155
C  -2.974226  -1.828261  1.324730
H  -1.127320  -1.063108  2.075978
H  7.411759  10.358148  -5.900843
S  3.706491  9.445735  0.798380
H  -1.877040  3.996690  -0.654405
O  4.811133  10.175948  0.326790
H  0.375946  -12.990168  3.913871
C  -0.491688  3.810371  0.962960
C  -1.475420  -8.365465  -0.416790
H  -3.060381  1.375430  2.516781
O  2.500509  10.045027  1.233702
C  -1.495034  -3.539123  -0.226082
C  -4.190742  -7.753851  -0.435394
C  -3.280798  -13.552630  2.800728
F  4.228224  8.628806  2.025942
H  -0.419237  -8.600713  -0.407850
H  1.678104  7.859653  2.859184
Br  3.118398  9.026765  -1.906487
H  -3.526710  2.437997  0.335488
H  -0.912315  -4.216335  -0.836189
H  5.676621  9.403960  -4.385355
N  3.429789  8.141142  -0.246421
C  -3.316979  -7.177340  -1.333712
C  4.089012  10.363914  -5.442682
C  -1.679468  3.529321  0.301706
H  -3.014796  -15.584858  3.432979
C  -2.604779  2.656629  0.857409
C  -2.701063  -12.298500  2.667813
H  -1.930636  -9.662969  1.223694
C  6.366973  10.589185  -6.061159
C  -1.598196  -1.775059  1.411991
H  -3.378914  -4.258430  -0.957676
F  -3.802096  -6.291528  -2.233828
F  -0.815573  -10.920321  2.953370
C  -2.327489  -8.965934  0.500446
C  5.989622  11.418693  -7.108308
F  0.898739  3.461763  2.824482
C  1.543186  6.827094  2.528691
H  1.665604  6.164761  3.385942
C  -0.645936  -13.168430  3.608945
H  6.740399  11.835703  -7.765758
C  -3.637625  -2.702496  0.488875
H  0.513418  6.728883  2.173505
H  -4.351482  -9.119489  1.200289
C  -3.680802  -8.657251  0.486900
C  2.531776  6.461372  1.424079
C  2.272637  7.285851  0.148393
H  -3.249824  -11.461756  2.258167
H  0.222489  -2.622006  0.676869
C  -2.881425  -3.564747  -0.292998
H  2.626091  11.397162  -6.605182
H  -0.930056  1.871941  3.711004
C  -2.344460  2.058914  2.083431
C  -2.556487  -14.610416  3.332251
H  -4.304924  -13.700741  2.484409
F  3.147868  9.840523  -4.617180
C  -0.858136  -2.645676  0.624132
H  -0.674685  -15.236620  4.150694
C  -0.260809  3.198360  2.177284
H  3.555383  6.620778  1.759608
C  5.411476  10.049638  -5.211307
F  -3.702927  -0.980282  2.087342

Cartesian forces (eV/Å) of the 2 atoms listed first:
H 0.0 0.0 0.0
C 0.0 0.0 0.0

HOMO level = -9.3 eV
Net charge = 0
ΔE to the lowest compared entry with this formula, charge and spin = 0.0 kJ/mol
M = 779.48 g/mol
Frontier orbital gap = 9.0894 eV
Electronic energy = -207532.374 eV

***

Molecular formula: C33H31CdCl2F6GeN6O4SbSe
Method: DFT, ωB97M-V/def2-TZVPD

Geometry (Å):
C  0.003427  1.674487  3.092271
H  3.898947  2.409325  -0.799185
N  1.154032  -0.436908  2.644261
H  -0.974661  -4.980572  -1.295139
H  2.980853  1.234938  -4.660541
C  2.194370  1.569461  0.247890
C  -2.540972  3.139781  -0.986202
H  -1.797079  -2.269375  -4.512937
H  4.029058  3.129009  1.588270
F  -2.251892  -2.693088  5.682691
C  -4.502106  -3.407472  0.208678
C  4.146808  -0.316129  -2.572191
F  -1.283852  -2.071476  3.247071
O  0.262383  2.865257  3.247260
C  -0.945664  -3.991969  -1.737083
C  -4.873786  -1.379354  -0.988509
N  0.148763  -0.611324  -0.674315
H  4.943115  -0.302319  -4.570202
C  2.953845  -0.832220  -1.745556
H  2.812524  0.965515  0.916909
H  -6.200659  -3.055525  -1.064661
C  3.119515  -1.149546  3.794852
C  -5.642129  -0.543735  -1.909453
C  3.007099  2.761853  -0.265694
H  5.148260  4.561081  -0.157422
C  -5.212666  0.811295  -2.197893
F  -1.504837  -0.264104  5.190005
F  -3.802627  -2.802422  3.622411
H  2.458051  -1.656700  -2.269632
C  2.122044  -1.329272  2.853079
N  -5.946694  1.484006  -3.039669
H  2.544168  4.040652  1.392837
C  -0.349793  -1.592918  -1.469507
F  -3.343849  -0.407039  2.910884
Ge  1.549579  0.440434  -1.214227
C  4.262799  0.303295  5.622978
H  4.285684  0.761829  -2.423903
Sb  -2.728235  -1.422617  4.369403
O  -1.082361  1.135618  2.707687
C  2.843833  0.151952  -4.727482
H  3.898685  -1.880020  3.944920
C  -3.310752  0.541363  -0.661958
N  -2.260895  1.001358  0.017596
H  3.294449  -1.246579  -0.791695
H  4.546489  5.543013  1.182513
N  -2.918756  -1.629726  0.353701
C  -3.702865  -0.872212  -0.429473
Cl  0.061112  -3.235035  0.638424
H  -2.660490  -3.411013  1.327169
C  4.242911  4.890093  0.361227
C  1.133155  0.678339  3.370174
C  -3.620433  2.676421  -1.703936
H  -2.198567  4.161503  -1.076747
C  3.072384  0.025477  4.519713
C  -0.441626  -2.937999  -1.006437
Se  -7.268945  0.402364  -3.536093
C  -1.896244  2.264706  -0.117198
H  3.885745  -1.662438  -4.221837
Cl  -1.041073  0.171475  -3.444529
H  1.355441  1.943897  0.838032
Cd  -0.915147  -0.563326  1.301843
H  1.895646  -0.088955  -4.244769
C  -3.314522  -2.850154  0.671569
C  4.010633  -0.584800  -4.072302
H  1.264857  1.437808  -2.366630
C  3.436319  3.695718  0.861398
O  5.252883  -0.353422  5.357427
H  3.656710  5.487205  -0.342905
H  2.114728  -2.212638  2.227546
H  -1.069130  2.598105  0.501706
H  2.045430  1.896034  4.882706
O  3.878506  1.167542  6.396963
C  -4.034121  1.358335  -1.530401
H  5.067869  -0.791449  -2.224419
C  -0.899300  -1.435165  -2.771724
C  2.094621  0.969058  4.334115
H  -4.165880  3.311232  -2.390938
H  2.416498  3.327250  -0.996382
C  -5.277272  -2.670999  -0.650550
H  -4.791753  -4.398852  0.527858
F  -4.146677  -0.732713  5.384859
N  -6.717619  -0.951243  -2.522757
H  -1.797206  -4.593247  -3.619371
C  -1.415189  -3.773571  -3.024776
H  2.753774  -0.113102  -5.783277
C  -1.399653  -2.483357  -3.528403

Cartesian forces (eV/Å) of the 2 atoms listed first:
C -0.2 -0.1 0.0
H 0.0 0.0 0.0

HOMO level (spin up / spin down) = -5.4 / -5.4 eV
⟨S²⟩ = 0.7572
Net charge = -1
ΔE to the lowest compared entry with this formula, charge and spin = 23.4 kJ/mol
M = 1146.29 g/mol
Spin multiplicity = 2
Frontier orbital gap (spin up / spin down) = 6.3850 / 3.6955 eV
Electronic energy = -226176.411 eV

***

Molecular formula: C33H31N4O2OsTe
Method: DFT, ωB97M-V/def2-TZVPD

Geometry (Å):
C  0.815099  0.533168  3.974829
C  2.333406  3.192061  -2.832580
H  6.526078  1.448638  4.361655
C  -3.211617  -2.024319  -2.060317
C  -3.790178  -5.602268  -3.190622
C  2.012367  0.537648  4.639282
H  0.570489  -3.427284  -4.143094
C  1.663115  -2.025511  1.321493
H  4.558458  0.669991  5.618979
H  2.160419  -0.302783  -2.082807
H  -1.277369  -2.794318  0.596875
H  4.666815  2.010870  -0.039486
N  0.025210  1.817890  -0.299291
C  5.419271  1.889743  2.566907
H  -4.747378  -5.430092  -3.681917
C  3.183543  0.973958  3.983145
C  4.195389  1.883767  1.961651
C  0.776237  0.946620  2.639400
C  3.134149  -1.137407  -0.359326
H  -1.196412  -4.942840  -3.623728
H  2.073338  0.212630  5.670558
H  4.131228  -0.980358  -0.752099
C  -1.086238  -2.944833  -2.888768
C  2.021813  -0.737396  -1.099320
H  -5.020347  -0.889992  -2.011477
C  -0.518304  2.994950  0.138074
C  -4.066263  -0.927772  -1.487562
H  -5.649201  4.284639  -0.377265
C  -1.934590  3.340250  -0.028696
H  4.069309  3.388838  0.591685
O  0.297484  3.723208  0.756243
N  2.314080  2.524066  -1.825315
C  2.944387  -1.775895  0.860552
Os  1.903004  1.947522  -0.025896
H  0.646677  -1.796091  -3.507756
C  -3.103313  -4.306448  -2.890475
O  2.368975  3.804484  -3.815705
C  0.363993  -2.821975  -3.262022
C  4.460304  0.999575  4.593047
C  -0.837364  -1.954587  1.139164
C  3.060657  1.404945  2.647920
N  3.965545  2.371563  0.606397
H  -0.144170  0.940775  2.070531
H  3.797297  -2.103969  1.440633
Te  -0.889220  -0.119895  -1.654041
H  -4.878107  -3.352251  -2.167243
C  0.526697  -1.632733  0.604030
C  -1.748288  -4.132865  -3.160825
H  -0.098649  0.214993  4.455076
H  -4.459912  4.736321  1.736935
H  -3.625951  0.069467  -1.560298
H  -1.530769  -1.112834  1.052777
H  -4.279638  -1.111512  -0.431933
C  -3.937734  4.272119  0.911844
C  -4.605580  4.017927  -0.278998
C  -2.597448  3.947700  1.036827
C  -2.601701  3.096132  -1.228150
H  1.528522  -2.544029  2.263569
H  1.015707  -3.174104  -2.459357
H  -4.451371  3.288323  -2.291428
H  -2.058271  4.166817  1.948769
H  6.289930  2.257125  2.037242
N  1.853395  1.362832  1.991552
H  -3.182249  -6.240238  -3.828384
C  -1.829833  -1.913761  -2.291563
H  -0.783989  -2.229579  2.191960
C  -3.936442  3.445246  -1.353282
C  5.551083  1.435096  3.895663
C  -3.815857  -3.238921  -2.352371
H  -3.993252  -6.145836  -2.265618
C  0.731256  -0.980253  -0.612122
H  -2.067739  2.703086  -2.084156

Cartesian forces (eV/Å) of the 2 atoms listed first:
C 0.0 0.0 0.0
C -0.1 -0.1 0.0

HOMO level (spin up / spin down) = -13.9 / -13.9 eV
⟨S²⟩ = 8.7794
Net charge = +2
ΔE to the lowest compared entry with this formula, charge and spin = 32.6 kJ/mol
M = 833.47 g/mol
Spin multiplicity = 6
Frontier orbital gap (spin up / spin down) = 7.6084 / 5.4347 eV
Electronic energy = -54524.059 eV